Record 1
This record from the Open Molecules 2025 dataset describes a 13-piece molecular cluster, C31H91NO16P2 overall at a distorted geometry. The level of theory is ωB97M-V with the def2-TZVPD basis set.

Cartesian coordinates (Å):
P  9.57261  -3.00905  5.33419
P  8.27449  -1.72107  6.53108
O  2.46849  -6.08243  9.59625
O  -9.58370  -1.40703  -5.38211
O  -6.39756  4.00921  -5.94087
O  4.56946  1.14697  -1.34467
O  5.91102  -8.19408  8.70770
O  -7.75269  6.66268  -8.31747
O  8.25816  -2.17460  8.21239
O  -8.65176  9.40850  -3.48964
O  -10.90132  10.34165  -11.80969
O  7.82294  -7.63299  1.29593
O  0.80468  2.99700  -4.15561
O  7.59056  -4.89328  5.31597
O  5.07522  -5.26030  5.78042
O  9.69074  1.23146  2.42256
O  -7.48265  0.78599  -3.78055
O  5.22034  -3.22347  2.71878
N  9.04197  -0.07820  6.44708
C  -8.95641  -2.47945  -4.69451
C  -1.49507  3.68648  -4.28015
C  -5.57747  3.40799  -4.94975
C  4.40394  -4.97344  4.49948
C  -7.67696  7.95834  -6.29379
C  6.71233  -6.97405  -0.73191
C  4.55302  -3.37754  4.02385
C  -8.51305  7.51894  -7.47782
C  -9.52979  0.46090  -2.56266
C  5.78156  -6.58003  5.72525
C  5.91185  -1.92971  2.59651
C  7.22239  -6.27406  4.96669
C  5.19313  -0.91952  1.47595
C  5.15066  -7.33782  9.54735
C  3.26965  0.89408  -0.83194
C  1.70385  -5.61050  10.69577
C  -8.81584  8.42491  -1.30210
C  5.98675  -6.89843  10.73138
C  2.26971  1.83646  -1.46920
C  -9.28036  8.60794  -11.42695
C  0.42135  -6.40751  10.81414
C  -10.08122  9.74043  -10.81857
C  6.70848  -6.91891  0.78170
C  -7.91344  8.74137  -2.47664
C  -0.49514  2.74410  -3.64289
C  8.99500  -4.81031  5.80144
C  -8.24729  1.25792  -2.68103
C  -8.38575  -3.46863  -5.68945
C  -4.77660  2.27550  -5.55813
C  8.57628  1.94553  1.90833
C  8.58014  1.89039  0.39473
H  2.30667  -5.71818  11.60230
H  -10.71977  9.37780  -10.00711
H  -6.77668  8.48206  -6.63165
H  6.00117  -6.85058  6.86671
H  6.32112  -7.76423  11.31223
H  -5.44082  1.51532  -5.98209
H  8.62746  2.97943  2.26350
H  -9.65365  7.79527  -1.61924
H  6.98567  -6.28756  3.81208
H  5.41634  -6.23385  11.38642
H  -6.99213  3.32126  -6.28619
H  -7.65829  -2.97876  -6.34501
H  6.75965  -5.88502  1.13687
H  -9.40865  6.98305  -7.14854
H  -1.22777  4.72900  -4.07886
H  7.72444  2.43261  -0.01746
H  -8.45846  2.32125  -2.83081
H  6.17747  -8.96424  9.23863
H  0.64077  -7.47154  10.95069
H  7.63283  -6.53766  -1.13320
H  -7.64447  1.15024  -1.77450
H  4.79279  2.07010  -1.13500
H  -9.41393  10.50805  -10.41574
H  6.67410  -8.01176  -1.07924
H  9.71155  -5.59869  5.31802
H  -7.08030  9.38141  -2.17016
H  -7.34259  7.09254  -5.71294
H  -10.12889  0.80944  -1.71665
H  -0.47453  2.87022  -2.55598
H  9.07585  -4.84893  6.98511
H  8.54191  0.85269  0.04739
H  3.48076  -2.86742  3.90389
H  -4.91018  4.17562  -4.54692
H  9.50064  2.32679  -0.00657
H  -1.50043  3.56349  -5.36816
H  2.26435  1.71346  -2.55722
H  6.98448  -2.17028  2.13214
H  1.02801  3.92013  -3.94595
H  -8.26272  7.90623  -0.51397
H  -9.24618  9.34170  -0.88604
H  -9.94457  7.84775  -11.85091
H  -8.65411  8.97626  -12.24615
H  -9.17523  -3.86971  -6.33338
H  10.49495  1.65009  2.07043
H  -7.89453  -4.29956  -5.17527
H  8.05172  -7.07198  5.17773
H  -9.00488  10.22829  -3.10329
H  9.14018  0.08559  5.41843
H  5.85663  -6.43184  -1.14409
H  -6.21601  3.04537  -4.13829
H  -9.31037  -0.60312  -2.42611
H  -7.48624  5.89253  -7.78654
H  3.01128  -0.14555  -1.05380
H  5.14167  -7.41062  5.18460
H  -4.15035  2.64383  -6.37733
H  -11.49588  9.65370  -12.15501
H  -8.24737  8.62292  -5.63875
H  -0.17775  -6.05898  11.66015
H  1.49268  -4.54716  10.54599
H  5.85839  0.01251  1.21076
H  -10.12609  0.54830  -3.47677
H  10.00302  -0.25151  6.86505
H  6.10044  -1.36991  3.60702
H  -9.69431  -2.95877  -4.04377
H  4.72413  -5.72401  3.63141
H  -7.50298  7.82129  -2.90299
H  6.88703  -6.37471  10.39352
H  1.26153  1.65140  -1.08783
H  -0.75350  1.70448  -3.86475
H  3.23680  -5.10947  4.70549
H  -8.63927  8.13662  -10.67663
H  5.12726  -2.82906  4.90468
H  -4.13552  1.80419  -4.80781
H  3.29025  1.02020  0.25497
H  4.25506  -7.87371  9.87663
H  5.05239  -1.59889  0.51044
H  8.62715  -7.21436  0.94379
H  2.53701  2.87897  -1.26792
H  7.66510  1.48888  2.30584
H  4.83702  -6.47152  8.95749
H  -0.17495  -6.32012  9.90004
H  -8.02363  0.89384  -4.58163
H  -8.16137  -2.06481  -4.06780
H  7.31420  -1.98897  8.54192
H  -10.29357  -1.78490  -5.92921
H  1.92752  -5.97458  8.79517
H  4.10644  -0.62767  1.82422
H  -8.82669  8.38525  -8.06768
H  -2.50325  3.50143  -3.89877
H  9.26098  -2.91147  3.92993
H  5.79730  -7.37556  1.17920

Cartesian forces (eV/Å) of the 6 atoms listed first:
2.44 -2.18 0.89
-3.40 1.87 0.44
-0.08 0.09 -0.31
-0.36 0.27 -0.23
-0.52 0.16 -0.37
0.42 0.20 0.03

- Max |F|: 3.90 eV/Å
- LUMO: 0.424 eV
- Gap between HOMO and LUMO: 7.7 eV
- Molecular weight: 796.01 g mol⁻¹
- Spin multiplicity: 1
- HOMO level: -7.3 eV
- Total energy: -86441.0033 eV


Record 2
This record from the Open Molecules 2025 dataset describes a 17-piece molecular cluster, C31H93BN3O20 overall at a distorted geometry. The level of theory is ωB97M-V with the def2-TZVPD basis set.

Cartesian coordinates (Å):
O  2.11280  -9.37287  -1.17846
O  4.77723  -2.44553  -1.74626
O  5.09523  1.42100  -4.17365
O  4.36092  -1.45902  1.79218
O  6.48896  4.23614  7.70886
O  -6.50181  -2.56971  -4.47150
O  2.21973  6.87754  1.09925
O  2.34439  4.00348  7.41147
O  -5.04574  -0.19483  -6.00094
O  4.18576  5.55387  -0.72721
O  -0.64474  -7.05901  -0.30643
O  0.00683  0.56544  1.20509
O  -0.09674  -1.55022  0.32533
O  4.01176  0.86877  -1.52495
O  9.60626  -0.15588  -5.50506
O  -10.26217  0.63448  0.59289
O  -4.27859  3.71191  1.33208
O  -6.70629  -1.52228  2.30459
O  -1.78151  0.29090  -0.23870
O  -4.49320  -2.91838  -2.38301
N  2.17765  -1.31638  0.47628
N  0.36522  0.48718  -1.21174
N  0.91115  1.76392  3.66374
C  9.11460  -1.22126  -4.70625
C  6.31508  1.99294  -4.61183
C  3.03090  -8.62029  -1.95852
C  3.93291  6.23521  -1.94691
C  6.22951  4.92212  6.49390
C  -0.11036  -4.11837  1.29982
C  -0.84993  -0.64320  3.25559
C  1.45030  0.44255  3.17006
C  -7.54333  -0.42785  1.95839
C  3.27663  -1.46450  1.14621
C  1.20324  1.97599  5.11417
C  -0.89966  -6.37018  -1.51983
C  0.87476  -3.06935  2.05039
C  0.71162  -0.47043  -2.30286
C  -1.63779  -4.07643  1.86835
C  6.15092  -2.21799  -1.47952
C  -4.23117  -0.10710  -0.16282
C  0.95616  -1.62460  1.34739
C  -6.36863  -2.88531  -5.85152
C  2.63094  8.22425  1.25551
C  -2.27850  1.66809  3.33258
C  -2.73356  -0.79492  -0.19742
C  -2.13844  0.27729  3.01131
C  -10.48938  1.88702  -0.03481
C  -4.52691  4.39936  0.11778
C  -0.55319  -0.90280  -3.21361
C  3.16383  3.19261  8.23988
C  -5.50251  1.08671  -5.59900
C  -4.97519  -3.98658  -1.58630
C  0.39667  -0.36708  2.26431
C  3.55657  2.15278  -1.12803
B  -0.37996  -0.16291  -0.05425
H  4.27493  -1.81741  -1.20780
H  5.05526  5.14002  -0.80712
H  -1.60348  2.49635  2.88665
H  -3.06366  -0.24092  2.54782
H  9.11758  -2.14672  -5.28783
H  -0.89429  -7.07796  -2.35343
H  -5.35404  -3.23956  -6.03640
H  -1.67154  -3.81226  2.98463
H  -7.08057  -3.67013  -6.11944
H  -5.08912  -2.83754  -3.14162
H  -11.11575  0.31948  0.91796
H  7.35742  3.82198  7.62144
H  -4.85766  -0.47409  -1.05066
H  1.76178  8.83032  1.51472
H  -9.54040  2.26852  -0.41282
H  -7.40674  -2.25912  -4.33557
H  3.37154  8.29325  2.05707
H  -11.18600  1.76086  -0.86784
H  -2.63726  -1.53641  -1.06656
H  -5.50807  4.87341  0.17538
H  -2.65175  -1.38779  0.78072
H  -3.40489  3.30164  1.25479
H  4.09460  2.47138  -0.23049
H  9.76162  -1.33945  -3.83639
H  0.82667  3.04387  5.36651
H  2.48280  2.11362  -0.92699
H  2.65440  2.24565  8.42236
H  1.90113  -3.61246  2.11803
H  6.41418  -1.19219  -1.75209
H  6.35302  -2.38553  -0.41828
H  0.28214  -5.17053  1.60293
H  6.65684  2.73239  -3.88197
H  4.69948  6.99777  -2.10868
H  3.93608  5.52151  -2.77445
H  2.33856  1.87593  5.26153
H  -0.15480  -1.03979  -4.29678
H  6.74520  -2.91341  -2.07433
H  1.47484  0.08205  -2.98825
H  5.26807  0.99443  -3.32079
H  -10.89973  2.59393  0.69095
H  -4.32195  -4.10324  -0.72037
H  4.05320  -8.92290  -1.71803
H  1.23075  2.54010  3.07122
H  1.80141  -0.18216  4.07509
H  9.01538  -0.07485  -6.26530
H  -0.47621  -0.39987  4.32769
H  -6.57627  1.04820  -5.39503
H  3.82824  0.26498  -0.79296
H  -6.55450  -1.99169  -6.45028
H  -5.31374  1.79684  -6.40506
H  5.25253  5.40212  6.56040
H  2.95477  6.71357  -1.88656
H  -2.34957  -3.46902  1.21274
H  -0.88945  -1.94625  -2.83122
H  -6.98987  -1.83471  3.17341
H  -2.00809  -5.17753  1.80062
H  -5.99021  -3.76379  -1.24600
H  2.81808  4.83276  7.26643
H  -3.76304  5.16670  -0.03449
H  1.23615  -1.42577  -1.95709
H  3.74821  2.86197  -1.93494
H  -1.87886  -5.89391  -1.45755
H  -4.77721  -0.48491  0.79143
H  -4.51573  3.69143  -0.71537
H  3.00774  6.36344  0.87024
H  7.06901  1.20951  -4.72990
H  6.99692  5.68335  6.33183
H  -1.38963  -0.12438  -3.18583
H  3.33753  3.69986  9.19261
H  0.22687  -7.46971  -0.39012
H  -8.58299  -0.76024  1.91881
H  8.09915  -0.99222  -4.37322
H  -0.13447  -5.60529  -1.67466
H  6.15154  2.48302  -5.57287
H  0.59898  1.18222  5.69418
H  6.22742  4.21038  5.66467
H  -3.11141  1.95832  4.08004
H  0.50049  -3.03097  3.14936
H  3.06006  8.59006  0.31825
H  -0.17420  1.25357  -1.65097
H  2.83318  -8.78476  -3.02082
H  -5.22454  -0.80293  -5.26952
H  2.35454  0.72564  2.49299
H  2.90457  -7.56196  -1.72799
H  4.11550  3.00070  7.73885
H  -1.21095  -1.72918  3.28931
H  -0.04986  -4.08279  0.16019
H  -7.43213  0.36734  2.70034
H  -4.97186  -4.91218  -2.16932
H  -4.96395  1.40534  -4.70315
H  2.24522  -10.30334  -1.40123
H  -7.24668  -0.05187  0.97890
H  -4.10770  1.02966  -0.10264

Cartesian forces (eV/Å) of the 6 atoms listed first:
-0.13 -0.15 0.09
-0.02 -0.01 0.08
0.23 0.03 -0.09
-5.66 -0.27 -3.83
0.15 -0.10 0.20
-0.11 0.20 0.16

- Max |F|: 7.00 eV/Å
- Total charge: -1
- LUMO: 1.900 eV
- Gap between HOMO and LUMO: 5.7 eV
- Molecular weight: 838.90 g mol⁻¹
- Spin multiplicity: 1
- HOMO level: -3.8 eV
- Total energy: -79741.3946 eV


Question: The highest HOMO level belongs to which entry?
Answer: C31H93BN3O20


Question: What is the total energy in the first record?
Answer: -86441.0033 eV


Question: Which of these has the highest LUMO?
Answer: C31H93BN3O20


Question: The highest gap between HOMO and LUMO belongs to which entry?
Answer: C31H91NO16P2